# 1
This record from the Open Molecules 2025 dataset describes a single C27H32N2O7S molecule. The level of theory is the ωB97M-V functional and the def2-TZVPD basis.

```
! wB97M-V def2-TZVPD RIJCOSX def2/J DEFGRID3
* xyz 0 1
S -1.836 -5.400 0.192
O -6.735 2.830 -0.234
O 0.739 -0.597 1.838
O 7.172 1.630 -0.501
O 1.645 -2.258 0.629
O 1.015 2.304 0.573
O 1.755 -1.160 -2.288
O -3.268 -0.166 -1.466
N 1.716 0.628 -0.836
N -1.644 -0.759 0.748
C -0.600 0.891 -0.596
C -5.478 2.378 0.026
C 3.115 0.859 -0.749
C 0.736 -1.504 0.859
C -4.102 -0.714 -2.457
C 8.213 0.232 1.218
C -3.515 -4.980 -0.360
C -1.557 0.691 0.594
C 4.975 2.363 -0.740
C -2.928 1.278 0.367
C 5.857 1.294 -0.559
C 3.979 -0.210 -0.564
C -7.255 3.862 0.569
C -0.980 -2.826 -0.418
C -4.649 2.851 1.032
C -3.392 2.289 1.186
C 0.770 1.401 -0.182
C 1.922 -0.443 2.614
C -0.568 -1.426 0.048
C -3.767 0.810 -0.660
C 5.342 0.003 -0.472
C -5.028 1.359 -0.814
C 3.619 2.151 -0.839
C 1.164 -0.439 -1.535
C 8.147 0.636 -0.252
C -1.268 -3.761 0.746
C -0.301 -0.487 -1.163
H -4.960 3.640 1.697
H -1.705 -1.030 1.721
H -6.652 4.773 0.492
H 5.386 3.357 -0.808
H -0.364 -3.956 1.321
H 3.588 -1.213 -0.493
H -8.255 4.060 0.184
H -3.475 -4.384 -1.266
H 5.985 -0.851 -0.336
H 2.291 0.572 2.460
H -0.928 -0.780 -2.002
H -7.324 3.559 1.618
H -4.998 -1.168 -2.024
H -1.876 -2.712 -1.028
H 7.276 -0.216 1.542
H 9.016 -0.484 1.365
H 1.662 -0.593 3.661
H 2.670 -1.172 2.299
H -3.512 -1.485 -2.952
H 7.982 -0.238 -0.892
H -4.399 0.036 -3.198
H -2.040 -3.355 1.400
H -4.030 -4.442 0.431
H -0.177 -3.243 -1.029
H 2.948 2.984 -0.979
H -5.706 1.027 -1.583
H -2.749 2.657 1.972
H 8.404 1.108 1.832
H -1.020 1.578 -1.333
H 9.090 1.105 -0.548
H -1.122 1.178 1.479
H -4.018 -5.919 -0.561
*
```

Values from the calculation:
Energy in a.u.: -2082.4735
Kohn-Sham gap in eV: 8.932
HOMO level in hartree: -0.30492
SMILES: CCOc1ccc(N2C(=O)[C@@H]3[C@@H](c4ccc(OC)cc4OC)N[C@](CCSC)(C(=O)OC)[C@@H]3C2=O)cc1

---

# 2
This record from the Open Molecules 2025 dataset describes a molecular structure, C31H34AsClIN4O7SSi2W in a non-equilibrium geometry. The level of theory is the ωB97M-V functional and the def2-TZVPD basis.

```
! wB97M-V def2-TZVPD RIJCOSX def2/J DEFGRID3
* xyz -1 3
W 0.214 0.262 -0.130
I 1.897 -4.457 -1.886
As 1.258 -1.143 1.528
Cl 1.234 -1.762 -6.861
S 1.762 2.153 0.142
Si -0.779 -2.377 1.340
Si 2.498 -2.372 2.930
O 0.710 -1.492 -1.077
O -1.022 0.545 1.343
O 2.190 0.810 -0.474
O 1.406 1.798 1.525
O 2.633 3.247 -0.105
O 0.336 2.260 -0.492
O 1.223 6.128 -4.077
N -3.585 5.085 -0.152
N -1.719 0.639 -1.047
N 0.414 0.593 -2.332
N -3.584 5.474 -1.396
C -1.810 1.609 1.084
C -1.116 5.535 -1.393
C 1.820 -2.706 4.615
C 3.329 -3.897 2.288
C -2.386 5.918 -3.406
C 1.229 6.317 -5.477
C 0.017 5.977 -3.469
C -1.211 6.076 -4.124
C 1.446 -2.760 -2.999
C -3.183 3.841 0.242
C 1.003 -1.610 -2.360
C -2.197 1.685 -0.267
C 3.893 -1.149 3.172
C -3.071 1.740 -2.839
C -2.853 3.686 1.601
C 1.168 -1.675 -5.110
C -0.326 -4.204 1.503
C -2.169 2.563 2.016
C 0.733 -0.473 -3.103
C -1.916 -2.112 2.813
C -3.533 2.673 -2.014
C -2.366 5.639 -2.038
C 0.721 -0.506 -4.501
C -0.397 1.618 -4.438
C 1.550 -2.794 -4.388
C -0.547 1.496 -2.944
C 0.217 0.691 -5.169
C -2.025 -2.428 -0.073
C -2.977 2.762 -0.661
C 0.053 5.707 -2.099
C -1.884 0.886 -2.492
H -4.343 3.330 -2.299
H 1.079 -3.509 4.630
H -1.581 -2.710 -1.029
H -3.054 4.507 2.276
H 0.341 0.800 -6.238
H -1.072 5.315 -0.336
H 0.521 -4.472 0.871
H 3.470 -0.181 3.451
H 4.397 -1.002 2.213
H 2.272 6.404 -5.767
H -1.349 -1.990 3.740
H -2.584 -2.972 2.916
H -2.525 -1.214 2.686
H 4.624 -1.457 3.924
H -3.488 1.613 -3.831
H -0.029 -4.416 2.536
H -1.174 -4.842 1.242
H 1.900 -3.680 -4.896
H -0.804 2.515 -4.893
H 2.650 -2.977 5.273
H 2.673 -4.772 2.289
H 1.016 5.623 -1.610
H 1.334 -1.807 5.001
H -2.562 -1.488 -0.204
H 0.698 7.230 -5.762
H -3.346 5.978 -3.905
H -1.960 -0.081 -2.999
H -1.264 6.264 -5.186
H 0.782 5.464 -5.996
H 3.642 -3.728 1.255
H 4.210 -4.110 2.900
H -2.745 -3.195 0.226
H -0.477 2.488 -2.498
H -1.836 2.448 3.039
*
```

Values from the calculation:
Energy in a.u.: -5985.3661
Kohn-Sham gap (alpha / beta) in eV: 5.317 / 5.257
<S²>: 2.069
HOMO level (alpha / beta) in hartree: -0.15808 / -0.15851

---

# 3
This record from the Open Molecules 2025 dataset describes a molecular structure, C22H25N5O4PRuS. The level of theory is the ωB97M-V functional and the def2-TZVPD basis.

```
! wB97M-V def2-TZVPD RIJCOSX def2/J DEFGRID3
* xyz 3 5
Ru -0.391 0.737 0.687
S -3.731 0.046 0.459
P 0.742 -0.547 -1.295
O -2.231 -0.361 0.497
O -0.903 3.384 0.566
O -2.007 4.294 2.183
O -1.945 1.764 -1.605
N -1.440 3.365 1.684
N -1.190 0.787 4.064
N -2.169 2.848 4.363
N -1.288 2.145 2.271
N -0.478 -0.090 3.238
C -4.535 -1.207 1.425
C 0.516 2.123 -1.557
C 2.912 -0.503 2.210
C 2.345 -0.085 1.013
C 3.029 2.631 -2.547
C 1.415 1.059 -1.750
C -0.854 1.726 -1.235
C 0.880 3.451 -1.803
C 2.668 1.314 -2.286
C 1.254 -1.807 -2.441
C 1.400 -0.904 0.362
C 1.003 -2.123 0.956
C 0.708 -1.740 -3.727
C 2.555 -1.731 2.757
C 1.112 -2.658 -4.679
C -1.574 1.979 3.577
C 2.145 3.687 -2.301
C 1.594 -2.536 2.136
C 2.171 -2.802 -2.094
C 2.033 -3.645 -4.343
C 2.564 -3.713 -3.060
C -4.315 -0.444 -1.143
H -5.607 -1.003 1.409
H -4.009 -1.472 -1.338
H -5.404 -0.358 -1.125
H 2.690 0.831 0.550
H 3.355 0.501 -2.486
H -2.306 2.672 5.348
H 0.702 -2.614 -5.680
H 3.292 -4.475 -2.813
H -4.316 -2.186 1.001
H 2.337 -4.370 -5.086
H -4.165 -1.127 2.445
H -0.919 -1.004 3.269
H -0.021 -0.978 -3.984
H -2.453 3.744 3.991
H 2.442 4.703 -2.531
H 0.264 -2.750 0.467
H 2.598 -2.854 -1.100
H 4.014 2.844 -2.945
H 0.476 -0.186 3.577
H 0.176 4.258 -1.645
H -3.908 0.244 -1.879
H -1.261 0.593 5.052
H 3.665 0.110 2.691
H 1.329 -3.495 2.565
H 3.035 -2.072 3.667
*
```

Values from the calculation:
Energy in a.u.: -2261.3318
Kohn-Sham gap (alpha / beta) in eV: 7.008 / 6.156
<S²>: 6.083
HOMO level (alpha / beta) in hartree: -0.61725 / -0.63129

---

# 4
This record from the Open Molecules 2025 dataset describes a molecular structure, CH13O6Pd in a non-equilibrium geometry. The level of theory is the ωB97M-V functional and the def2-TZVPD basis.

```
! wB97M-V def2-TZVPD RIJCOSX def2/J DEFGRID3
* xyz 1 3
Pd -1.634 1.835 -3.294
O 1.480 0.459 2.482
O 0.781 -3.564 -1.834
O -1.459 -1.902 2.303
O 2.076 2.589 -0.620
O -1.977 2.152 0.807
O -0.432 1.140 -1.510
C -0.045 -0.113 -0.928
H -1.491 -0.947 2.359
H -2.690 1.516 0.748
H 0.970 -0.437 -1.156
H 1.093 -0.408 2.359
H -0.063 -0.098 0.162
H 0.657 -2.931 -2.541
H 2.267 0.450 1.937
H -0.529 -2.106 2.201
H -0.606 -0.971 -1.296
H -1.455 2.001 0.019
H -0.106 -3.826 -1.587
H 1.298 2.052 -0.768
H 1.865 3.109 0.156
*
```

Values from the calculation:
Energy in a.u.: -624.7539
Kohn-Sham gap (alpha / beta) in eV: 8.098 / 6.244
<S²>: 2.006
HOMO level (alpha / beta) in hartree: -0.53650 / -0.53629

---

# 5
This record from the Open Molecules 2025 dataset describes a single C8H9NO4 molecule in a non-equilibrium geometry. The level of theory is the ωB97M-V functional and the def2-TZVPD basis.

```
! wB97M-V def2-TZVPD RIJCOSX def2/J DEFGRID3
* xyz 0 1
O -1.711 -2.037 0.799
O 0.050 -1.380 -0.285
O -3.876 0.124 0.599
O -3.267 0.587 -1.410
N -3.106 0.328 -0.259
C 0.765 -2.565 -0.020
C -0.845 0.915 -1.169
C -1.134 -1.139 0.250
C -1.621 0.278 0.044
C -1.313 1.031 1.386
C 0.565 1.356 -0.788
C 0.852 1.758 0.481
C -0.174 1.737 1.534
H -0.030 -3.484 0.049
H -1.355 1.708 -1.659
H 1.324 -2.333 0.924
H -1.997 0.965 2.288
H -0.699 0.171 -1.986
H 0.098 2.108 2.510
H 1.310 -2.759 -0.957
H 1.268 1.205 -1.674
H 1.831 1.960 0.829
*
```

Values from the calculation:
Energy in a.u.: -665.7887
Kohn-Sham gap in eV: 9.240
HOMO level in hartree: -0.33014
SMILES: COC(=O)[C@@]1([N+](=O)[O-])C=CC=CC1

---

# 6
This record from the Open Molecules 2025 dataset describes a molecular structure, C4H5DyO2 in a non-equilibrium geometry. The level of theory is the ωB97M-V functional and the def2-TZVPD basis.

```
! wB97M-V def2-TZVPD RIJCOSX def2/J DEFGRID3
* xyz 2 6
Dy -1.597 1.794 -3.965
O 1.609 -1.071 1.619
O -0.567 1.469 -1.816
C -1.309 -0.756 -0.062
C -0.225 -0.249 0.361
C 0.720 0.015 1.461
C -0.521 0.170 -1.545
H -2.229 -1.313 0.069
H 0.350 -0.423 -1.893
H 1.265 0.949 1.238
H 0.144 0.200 2.385
H 2.359 -0.786 2.147
*
```

Values from the calculation:
Energy in a.u.: -1190.1022
Kohn-Sham gap (alpha / beta) in eV: 6.372 / 7.446
<S²>: 9.776
HOMO level (alpha / beta) in hartree: -0.60474 / -0.62159

---

Q: Among the records above, which one has the highest energy?
A: CH13O6Pd